Entry 1:
The following is a DFT calculation (ωB97M-V with the def2-TZVPD basis set) of a molecular structure, C34H47BrN3OSb2V in a non-equilibrium geometry.

The geometry in XYZ format:
```
89
Properties=species:S:1:pos:R:3:lowdin_charge:R:1
Sb -4.18756 -0.67026 -0.64981 1.259
Sb -1.18040 -1.82728 -2.60616 1.351
Br 2.11201 1.35883 6.54452 0.674
V 1.13354 0.82194 0.20492 0.743
O 0.79119 -0.54282 -0.99198 -0.417
N 3.57215 2.17702 -0.51867 0.127
N 0.24014 2.40861 -1.26835 -0.207
N -0.79712 3.81727 -3.14473 -0.158
C 0.88410 2.08471 -2.56583 -0.145
C -0.19369 -3.59113 -1.91305 -0.291
C -5.05625 -2.20767 -1.95050 -0.341
C 0.43135 3.83901 -0.98553 -0.146
C 2.97386 0.43060 3.98467 -0.128
C 3.07526 1.84608 0.52167 -0.382
C -4.43109 -3.58039 -1.94515 -0.284
C -1.20612 2.12878 -1.37405 -0.177
C 0.10159 -1.59891 -4.30773 -0.334
C -6.11818 -0.07668 0.09483 -0.382
C 1.45375 -2.12814 0.77279 -0.218
C -3.39212 -3.96380 -2.80768 -0.301
C -3.44932 -6.20931 -1.84954 -0.098
C -2.70171 -3.00127 -3.72439 -0.334
C 2.01088 -3.95972 2.28145 -0.110
C -0.26356 -3.25689 2.08354 -0.095
C -1.78314 2.87117 -2.60408 -0.154
C 2.91768 1.73021 1.94180 -0.280
C 2.45586 1.51907 4.68268 -0.708
C 0.11072 -2.29363 1.16397 -0.068
C 2.19057 2.71394 4.03837 -0.147
C 3.16129 -1.22882 -0.88723 -0.086
C -0.32912 4.67492 -2.04896 -0.157
C -4.94490 -4.52645 -1.05092 -0.076
C -0.28638 1.03716 1.71572 -0.214
C -2.93521 -5.28632 -2.74326 -0.078
C 0.68527 -4.10034 2.66122 -0.123
C 0.35042 3.05147 -3.65071 -0.150
C 2.43200 2.83114 2.68014 -0.061
C -3.75663 -1.97959 0.98976 -0.342
C -4.46738 -5.82390 -0.98484 -0.100
C 2.38908 -2.99900 1.34367 -0.057
C 1.84651 -1.05717 -0.16025 -0.516
C 3.20752 0.53249 2.63162 -0.041
H -0.37288 2.11291 1.93931 -0.016
H 3.28857 -0.42865 -1.61590 0.060
H 0.64633 1.04682 -2.79049 0.089
H 0.75692 -3.31017 -1.45943 -0.001
H 0.06629 4.04385 0.02310 0.114
H 0.03964 2.50462 -4.54287 0.110
H 3.22876 -2.19132 -1.42435 0.076
H -1.20386 5.16178 -1.61193 0.112
H -1.28352 0.70951 1.38450 -0.027
H 0.31138 5.45609 -2.46262 0.110
H -2.13558 -5.58295 -3.41307 0.105
H -3.38919 -1.38448 1.82707 0.003
H -4.65425 -2.52357 1.28670 0.003
H 1.96299 2.15900 -2.43604 0.094
H 1.08065 -1.26007 -3.96366 -0.003
H -1.30789 -3.35048 2.36081 0.087
H 3.56618 -0.32397 2.07782 0.104
H 1.80218 3.55597 4.59600 0.095
H -5.08926 -1.77049 -2.95015 0.039
H -6.67320 0.43537 -0.69330 -0.011
H -5.75489 -4.22456 -0.39439 0.104
H 2.76644 -4.61101 2.70810 0.090
H -3.39128 -2.28472 -4.17835 0.040
H 2.22346 3.76137 2.16727 0.108
H -6.08294 -2.29426 -1.59026 0.045
H -2.04728 2.16699 -3.39665 0.113
H 0.19983 -2.56020 -4.81466 -0.003
H -3.05644 -7.21813 -1.82580 0.095
H 3.43206 -2.92468 1.05836 0.095
H -0.06178 0.52985 2.65957 -0.006
H -2.68719 3.42281 -2.34024 0.111
H -6.68049 -0.95261 0.42530 -0.006
H 1.50517 4.03025 -0.99897 0.108
H -5.99105 0.61116 0.93257 -0.010
H -0.80135 -4.09689 -1.16215 0.008
H -1.34821 1.05053 -1.44055 0.035
H -4.88790 -6.52411 -0.27398 0.094
H 0.39184 -4.84967 3.38653 0.085
H 4.01897 -1.17266 -0.21214 0.062
H -2.98264 -2.69088 0.69608 -0.011
H -2.17270 -3.52925 -4.52098 0.049
H -0.63803 -1.64060 0.73226 0.080
H -1.67230 2.46107 -0.44495 0.112
H -0.30959 -0.85985 -4.99816 -0.008
H 3.17798 -0.49915 4.49895 0.099
H -0.02715 -4.26127 -2.75864 0.007
H 1.11982 3.76463 -3.95403 0.113
```

The spin multiplicity is 4. As for the total charge: -1. The calculation puts the highest occupied orbital energy (alpha / beta) at -2.63 / -3.89 eV. As for the LUMO energy (alpha / beta): 2.4151 / 2.4119 eV. The energy above the lowest of the compared OMol25 structures with the same formula, charge and spin is 24.8 kcal per mole. The orbital gap (alpha / beta) comes out at 5.046 / 6.301 eV.

Entry 2:
The following is a DFT calculation (ωB97M-V with the def2-TZVPD basis set) of 4 unconnected molecules or ions with the total composition C34H47F17N4O9S in a non-equilibrium geometry.

The geometry in XYZ format:
```
112
Properties=species:S:1:pos:R:3:lowdin_charge:R:1
S 7.19181 2.31461 -0.39575 0.995
F 1.19296 -4.23335 3.31018 0.167
F 0.83702 -2.26523 2.46525 0.140
F -2.36923 -4.51072 -0.22566 0.174
F -4.62792 0.75340 0.42775 0.172
F -2.75942 0.76311 1.51853 0.188
F 2.59584 -3.46557 0.23003 0.146
F -1.98027 -2.83152 -1.55520 0.163
F -1.73045 -1.89895 1.67402 0.147
F 0.52841 -5.40796 0.89480 0.176
F 3.07884 -4.85295 1.82204 0.138
F -4.34162 -0.61628 2.07547 0.184
F -4.14702 -1.41865 -0.80147 0.162
F -3.58911 -2.99344 1.28175 0.171
F -2.18148 -0.42637 -0.66646 0.167
F -1.00580 -4.35326 2.02802 0.160
F 0.20699 -4.04058 -1.10271 0.167
F 0.22148 -2.14388 -0.04059 0.142
O 2.37063 3.17629 -0.87375 0.093
O -8.71152 0.41542 -0.56691 -0.191
O 6.67742 1.46432 -4.54318 -0.202
O -6.55500 2.05143 4.80616 -0.184
O -8.88753 1.77270 3.02484 -0.199
O 8.41039 3.10551 -6.26937 -0.188
O 5.33911 3.01684 1.47193 0.006
O 2.12537 1.26669 -2.02031 0.139
O -8.75344 -2.19810 -1.92671 -0.186
N 7.42905 3.17950 2.13107 0.057
N 5.35417 0.19468 2.83277 0.260
N 5.60394 -3.77215 3.31392 0.224
N 6.62369 3.58219 3.16189 0.059
C 1.42860 1.26910 0.24264 -0.071
C 1.18166 -3.53269 2.15388 -0.337
C 6.64397 2.84973 1.15455 -0.718
C 4.71843 -3.23759 2.84990 -0.182
C -7.53498 1.64538 2.61597 -0.193
C 2.64907 0.71289 1.03187 -0.146
C -2.58232 -2.31714 0.70328 -0.325
C 0.09219 -4.18779 1.25523 -0.321
C 4.78286 -0.49607 2.13587 -0.194
C -1.83146 -3.28047 -0.29021 -0.327
C 8.15578 3.36451 -4.89900 -0.201
C -7.67449 -0.54923 -0.50461 -0.219
C -3.15174 -1.04843 0.03051 -0.337
C -3.73341 -0.01736 1.05643 -0.539
C -9.88023 0.04206 0.14632 -0.098
C -7.39185 1.73194 5.90263 -0.110
C -6.65302 1.12983 3.73181 -0.198
C 2.63328 -3.59854 1.57403 -0.374
C 1.98429 1.87491 -1.00517 -0.537
C 7.88081 2.09441 -4.12734 -0.207
C -0.30020 -3.38662 -0.03929 -0.327
C -9.26130 3.10223 3.33751 -0.103
C 6.95667 0.50978 -0.38920 -0.430
C 5.41206 3.45906 2.73767 -0.201
C -9.68727 -1.66924 -2.85053 -0.110
C 5.15403 -2.03981 0.30872 -0.115
C 3.57102 -2.56002 2.25120 -0.104
C 5.32558 -1.36087 -1.04942 -0.171
C -7.60138 -1.38891 -1.76058 -0.202
C 4.08562 -1.45281 1.27308 -0.320
C 2.88980 -0.72548 0.59279 -0.116
C 7.29571 3.35152 -7.10792 -0.110
C 6.88388 0.37021 -5.41847 -0.107
C 5.65457 0.12900 -1.08338 -0.244
H 6.14740 -1.88246 -1.53812 0.122
H -7.79909 -1.19310 0.37309 0.132
H 9.04972 3.83996 -4.48420 0.128
H 2.94179 -0.77339 -0.48754 0.117
H 8.72595 1.40468 -4.21839 0.131
H -10.21933 3.06076 3.85331 0.089
H 3.49617 1.34254 0.79166 0.085
H 6.10801 -2.02410 0.82652 0.120
H 7.14149 4.42801 -7.23827 0.089
H 4.52670 3.67233 3.29902 0.130
H 4.45638 -1.56367 -1.66740 0.114
H 1.98306 -1.24283 0.86769 0.080
H -9.88278 -0.61063 -2.66559 0.084
H 7.75573 2.34407 -3.07046 0.069
H 7.77753 0.14352 -0.99598 0.078
H 0.79211 0.45431 -0.08082 0.109
H -6.73386 -0.00588 -0.39637 0.102
H 7.51207 2.90901 -8.07866 0.089
H -9.72445 0.14810 1.22498 0.075
H -10.61563 -2.22529 -2.73262 0.089
H -7.51463 0.92919 1.78899 0.101
H 0.88856 2.00693 0.81982 0.125
H -9.32834 -1.79677 -3.87769 0.088
H -7.42156 2.60145 6.55696 0.089
H 7.31980 4.06151 -4.78684 0.129
H -6.98588 0.88292 6.46357 0.088
H 7.57965 0.62157 -6.22175 0.085
H -5.64515 0.98366 3.34198 0.105
H 6.38307 2.90264 -6.70928 0.083
H -8.53004 3.58433 3.99029 0.085
H -9.37897 3.69403 2.42348 0.091
H 7.06391 0.11343 0.61203 0.072
H 3.31134 3.25419 -1.07612 0.118
H 2.40909 0.76222 2.08682 0.126
H -10.67678 0.71930 -0.15706 0.093
H 4.81475 0.72034 -0.73344 0.081
H 5.92008 0.11335 -5.85492 0.091
H -7.15315 2.59965 2.24087 0.135
H -7.45153 -0.74629 -2.63364 0.130
H 3.07331 -2.06653 3.08042 0.166
H -7.02219 0.16222 4.08695 0.132
H 4.95597 -3.08906 0.12333 0.121
H -10.18142 -0.98272 -0.08360 0.086
H 7.26413 -0.49868 -4.86865 0.086
H -6.74152 -2.06188 -1.68477 0.118
H -8.40857 1.49713 5.57958 0.083
H 5.77353 0.39063 -2.13227 0.104
```

Its SMILES is N#C[C@H](C(F)(F)C(F)(F)C(F)(F)C(F)(F)C(F)(F)C(F)(F)C(F)(F)C(F)(F)F)[C@@](C#N)(CCCCSc1nnco1)CCCC(=O)O.COCCOC.COCCOC.COCCOC. As for the total charge: 0. The calculation puts the highest occupied orbital energy at -9.30 eV. As for the LUMO energy: 0.3345 eV. The orbital gap comes out at 9.634 eV.